Computed, not measured: a structure of composition C24H36NO5P2SW at a distorted geometry, with ωB97M-V/def2-TZVPD.

Geometry as XYZ:
```
70
Properties=species:S:1:pos:R:3:mulliken_charge:R:1
C 4.106 -2.376 0.046 -1.065
C 2.880 -2.028 -0.506 1.555
N 1.805 -1.744 0.322 0.022
C 2.041 -1.519 1.635 0.693
C 3.283 -1.780 2.216 -0.912
C 4.317 -2.251 1.398 -0.399
C 2.578 -1.900 -1.865 -2.432
P 1.208 -0.778 -2.374 1.608
W -0.045 -1.630 -0.709 -0.092
P -0.744 -1.303 1.589 0.868
C 0.919 -0.902 2.372 -1.190
C -1.911 -0.990 -1.612 1.466
C -2.006 0.236 -2.293 -0.192
C -3.219 0.540 -2.917 -1.048
C -4.288 -0.334 -2.823 -0.593
C -4.188 -1.515 -2.102 -0.667
C -2.986 -1.874 -1.480 -0.467
O 2.194 -4.515 -3.040 -0.838
O -0.389 -3.962 -2.925 -0.460
H 4.897 -2.735 -0.637 0.486
H 3.414 -1.581 3.284 0.513
H 5.293 -2.459 1.841 0.429
C 2.051 0.818 -2.517 -1.341
C 0.732 -1.246 -4.079 -1.254
H 0.839 -1.235 3.413 0.725
H 0.978 0.196 2.358 0.218
H 2.291 -3.631 -2.610 0.364
H 3.384 -1.942 -2.602 0.735
C -1.906 -0.079 2.205 -1.146
C -1.206 -2.848 2.336 -1.389
H -1.161 0.911 -2.348 0.312
H -3.297 1.462 -3.452 0.503
H -5.213 -0.095 -3.312 0.442
H -5.026 -2.182 -2.008 0.439
H -2.851 -2.783 -0.883 0.370
H -0.427 -3.192 -1.729 -0.070
H -1.143 -4.386 -3.431 0.281
H 0.504 -4.383 -3.067 0.376
H 2.358 -5.170 -2.314 0.340
H -0.389 -3.330 -0.694 0.084
H 2.879 0.730 -3.236 0.519
H 1.327 1.582 -2.810 0.410
H 2.425 1.100 -1.528 0.280
H 1.610 -1.222 -4.743 0.474
H 0.275 -2.246 -4.102 0.156
H -0.023 -0.519 -4.413 0.422
H -1.275 -2.736 3.416 0.488
H -2.171 -3.149 1.936 0.390
H -0.481 -3.619 2.098 0.382
H -2.230 -0.359 3.214 0.507
H -1.464 0.920 2.241 0.222
H -2.767 -0.037 1.533 0.352
C -0.611 6.254 4.662 -1.376
C -0.513 5.351 3.452 0.980
C -1.530 5.311 2.512 -0.688
C -1.472 4.489 1.397 -0.673
C -0.324 3.688 1.215 -0.064
C 0.740 3.709 2.144 -0.520
C 0.624 4.543 3.269 -0.715
S -0.288 2.492 -0.137 1.613
O -1.681 2.019 -0.094 -0.647
O 0.110 3.192 -1.343 -0.737
O 0.709 1.523 0.375 -0.542
H -0.666 7.311 4.354 0.323
H -1.526 6.034 5.241 0.321
H 0.273 6.130 5.303 0.326
H -2.418 5.940 2.656 0.340
H -2.261 4.433 0.679 0.514
H 1.619 3.087 2.003 0.452
H 1.436 4.565 4.024 0.219
```

## Properties
Net charge: +1
HOMO-LUMO gap (spin up / spin down): 5.1668 / 5.2347 eV
Multiplicity: 3